(1)
DFT (ωB97M-V/def2-TZVPD) results for one molecule with the formula C34H45O6P.

Properties
F_max	0.042	Eh/bohr
total charge	0
multiplicity	1
energy above the lowest of the compared OMol25 structures with the same formula, charge and spin	0.000	eV

Geometry (Å):
P  2.565  -6.648  -3.331
O  2.392  -0.101  -1.532
O  -5.833  1.686  -1.804
O  3.881  -7.107  -2.823
O  -5.122  0.085  -3.282
O  -0.224  1.944  5.323
O  -1.418  -2.540  -2.761
C  -0.652  0.507  3.000
C  -4.953  -1.488  1.151
C  1.703  -1.051  -1.212
C  -6.272  0.511  0.277
C  -5.233  3.223  -4.348
C  2.232  -4.958  -2.707
C  -2.996  -2.462  -0.303
C  5.628  4.309  -0.423
C  4.217  2.300  1.445
C  -0.599  -0.228  1.668
C  0.817  -3.150  -2.126
C  -6.843  0.964  -1.075
C  0.135  -0.202  4.132
C  0.693  0.880  5.095
C  6.721  4.564  0.643
C  -5.933  2.048  -4.233
C  -1.717  -0.925  1.272
C  0.962  -4.426  -2.616
C  1.651  2.072  1.408
C  1.805  0.518  1.307
C  -0.624  -1.669  -0.662
C  5.335  1.893  0.451
C  3.205  -2.968  -1.841
C  5.484  2.811  -0.775
C  -4.005  -2.688  0.834
C  -0.523  -2.471  -1.940
C  3.346  -4.259  -2.314
C  0.508  -0.961  -0.284
C  2.889  2.748  0.780
C  -1.765  -1.662  0.105
C  0.553  -0.223  0.887
C  -5.607  1.166  -3.058
C  -5.056  -0.427  0.044
C  1.941  -2.446  -1.755
H  -5.987  1.418  0.822
H  1.649  2.320  2.476
H  -5.399  3.970  -3.566
H  6.315  4.486  1.655
H  -4.522  3.376  -5.158
H  -4.169  0.212  0.027
H  2.802  3.829  0.927
H  -3.438  -2.076  -1.224
H  4.704  2.621  -1.519
H  -5.241  -0.912  -0.918
H  -3.481  -2.948  1.761
H  4.331  -4.710  -2.385
H  1.570  1.312  4.603
H  6.275  1.938  1.019
H  -4.631  -3.544  0.562
H  4.049  -2.374  -1.504
H  -0.300  1.525  2.815
H  2.884  2.475  -0.280
H  -1.706  0.606  3.280
H  0.718  2.398  0.941
H  0.967  -0.809  3.771
H  4.581  3.132  2.057
H  0.960  0.459  6.073
H  4.082  1.456  2.134
H  4.642  4.659  -0.100
H  7.103  5.578  0.489
H  7.549  3.854  0.551
H  5.227  0.848  0.134
H  6.434  2.530  -1.259
H  -0.584  -0.823  4.680
H  -4.702  -1.014  2.108
H  1.524  -7.523  -2.950
H  -1.113  1.592  5.428
H  2.667  0.296  0.679
H  -7.743  1.581  -0.966
H  -5.962  -1.906  1.269
H  2.664  -6.514  -4.737
H  -2.602  -3.456  -0.568
H  -6.703  1.789  -4.961
H  5.941  4.857  -1.318
H  0.079  -4.987  -2.909
H  -2.575  -0.901  1.936
H  -7.136  0.058  -1.621
H  -7.082  0.011  0.823
H  2.071  0.141  2.305

(2)
DFT (ωB97M-V/def2-TZVPD) results for a 2-piece molecular cluster, C4H7NO2 overall.

Properties
F_max	0.013	Eh/bohr
total charge	0
multiplicity	1
energy above the lowest of the compared OMol25 structures with the same formula, charge and spin	3.140	eV

Geometry (Å):
O  0.026  1.875  -0.957
O  0.636  -1.422  1.576
N  -1.348  -1.019  -0.311
C  0.175  -0.306  1.538
C  -0.508  -0.551  -1.439
C  -0.339  0.767  -0.696
C  -0.919  0.078  0.561
H  2.800  1.246  0.251
H  -1.002  -0.510  -2.414
H  0.458  -1.068  -1.534
H  2.262  1.722  0.058
H  -1.041  -1.914  0.061
H  -1.712  0.634  1.078
H  0.535  0.495  2.211

(3)
DFT (ωB97M-V/def2-TZVPD) results for C13H20ClCoIN2OPSe as an isolated structure.

Properties
F_max	0.107	Eh/bohr
total charge	+2
multiplicity	5
energy above the lowest of the compared OMol25 structures with the same formula, charge and spin	1.102	eV
expectation value of S²	6.0618

Geometry (Å):
I  -0.968  -1.698  -0.489
Se  0.914  1.178  0.985
Co  1.559  -0.911  -0.061
Cl  2.361  -1.531  1.954
P  2.162  -2.932  -0.693
O  0.685  -0.065  -2.771
N  -1.824  1.726  1.531
N  -1.273  2.461  -0.449
C  3.953  -3.240  -0.482
C  3.088  -0.138  -1.111
C  -3.922  3.052  1.848
C  -2.554  2.966  -0.177
C  1.375  -4.318  0.202
C  -2.908  2.486  1.078
C  -4.573  4.168  1.304
C  1.872  -3.392  -2.443
C  -1.726  1.186  2.872
C  -3.215  4.053  -0.731
C  -0.800  1.762  0.626
C  -4.227  4.649  0.027
C  0.867  -0.482  -1.698
H  -2.914  4.402  -1.714
H  2.366  -4.349  -2.656
H  1.407  -4.106  1.278
H  2.861  0.925  -1.302
H  1.920  -5.248  -0.008
H  0.796  -3.482  -2.624
H  4.170  -4.296  -0.684
H  4.233  -2.987  0.546
H  3.376  -0.627  -2.057
H  4.513  -2.606  -1.176
H  -0.726  2.620  -1.296
H  -1.586  1.986  3.612
H  -5.351  4.683  1.878
H  3.920  -0.178  -0.390
H  -0.876  0.502  2.896
H  0.329  -4.418  -0.111
H  2.276  -2.620  -3.107
H  -4.763  5.519  -0.355
H  -2.651  0.648  3.112
H  -4.148  2.652  2.838

(4)
DFT (ωB97M-V/def2-TZVPD) results for one molecule with the formula C19H21FN2O5S.

Properties
F_max	0.019	Eh/bohr
total charge	0
multiplicity	1
energy above the lowest of the compared OMol25 structures with the same formula, charge and spin	0.532	eV

Geometry (Å):
S  1.994  0.020  -1.631
F  7.131  -0.281  1.865
O  -2.891  -2.927  -0.139
O  1.657  1.378  -1.928
O  -5.341  2.314  -0.402
O  2.735  -0.724  -2.607
O  -2.453  -0.378  2.194
N  2.800  -0.023  -0.141
N  -3.020  1.020  0.520
C  -3.771  1.896  1.398
C  -3.948  -2.467  0.675
C  -2.410  -0.077  1.014
C  0.519  -0.864  -1.168
C  6.758  1.290  0.162
C  6.282  0.272  0.966
C  5.897  1.857  -0.761
C  -4.634  1.436  -1.243
C  -5.234  1.928  0.950
C  -3.143  1.379  -0.875
C  0.298  -2.163  -1.594
C  -0.397  -0.220  -0.368
C  4.133  0.386  -0.045
C  4.984  -0.213  0.893
C  4.521  -1.329  1.785
C  -1.571  -0.853  0.036
C  -0.857  -2.802  -1.208
C  -1.807  -2.170  -0.388
C  4.593  1.412  -0.863
H  6.245  2.651  -1.403
H  -2.629  0.654  -1.505
H  -3.681  1.515  2.416
H  7.780  1.617  0.266
H  -5.685  0.933  1.095
H  3.689  -1.004  2.410
H  -4.385  -1.546  0.279
H  -2.697  2.368  -1.029
H  -0.190  0.792  -0.057
H  3.914  1.849  -1.576
H  -3.624  -2.300  1.704
H  -4.761  1.815  -2.258
H  2.608  -0.883  0.350
H  -1.070  -3.811  -1.523
H  5.332  -1.648  2.435
H  -5.797  2.665  1.523
H  -3.347  2.904  1.339
H  1.030  -2.639  -2.227
H  -4.695  -3.260  0.648
H  -5.066  0.424  -1.178
H  4.200  -2.188  1.195

> Look up the multiplicity of the second one.

1